Molecular formula: C41H69Cl35FN3O7
Method: DFT, ωB97M-V with the def2-TZVPD basis set

gap between HOMO and LUMO: 9.44 eV
max |F|: 2.12 eV Å⁻¹
E_tot: -503438.253 eV
highest occupied orbital energy: -9.2 eV
ΔE to the lowest compared entry with this formula, charge and spin: 0.000 eV
LUMO level: 0.0074 hartree

Geometry (Å):
C1 4.55084 -1.36591 1.15906
C2 3.58270 -0.82734 0.09162
O1 2.44152 -0.20858 0.71952
C3 1.28866 -0.37670 -0.09394
C4 0.37678 0.84087 0.14182
O2 -0.87380 0.61532 -0.48045
C5 -1.92064 0.48863 0.46095
C6 -3.29966 0.44167 -0.21686
C7 -4.25819 0.69644 1.01241
C8 -5.58253 -0.08962 1.01630
C9 -6.45814 0.44909 2.20324
O3 -7.76627 0.82340 1.76574
C10 -3.35902 1.71223 -1.13335
C11 -4.78012 2.23834 -1.42085
C12 -5.10178 2.50964 -2.88693
O4 -6.20924 2.66570 -3.27350
F1 -4.08311 2.62221 -3.76838
O5 -2.64839 2.79203 -0.48659
C13 -2.19793 3.72974 -1.38506
C14 -0.88177 3.35106 -2.10450
C15 -0.94028 3.73101 -3.59386
O6 -0.95784 4.85886 -3.99853
O7 -1.94757 4.91168 -0.55701
C16 -2.08042 6.03060 -1.20254
N1 -2.03929 7.05088 -1.73846
N2 -3.55361 -0.83292 -0.89434
C17 -2.54288 -1.84702 -0.81297
C18 -1.54018 -1.97815 -1.78560
C19 -0.62899 -3.01407 -1.55022
C20 -0.75990 -3.81171 -0.42240
N3 -1.67857 -3.69623 0.54834
C21 -2.52894 -2.69823 0.28314
C22 -4.46708 -0.93027 -1.96510
Cl1 -3.81183 -0.44890 -3.63986
C23 -4.98540 -2.37920 -2.17151
C24 -5.76240 -2.93928 -0.97612
H1 5.41384 -0.70775 1.25469
H2 4.02437 -1.54460 2.09885
H3 4.92422 -2.33061 0.79867
H4 4.04969 -0.04705 -0.52463
H5 3.26649 -1.67673 -0.52374
H6 0.73283 -1.24977 0.27165
H7 1.51101 -0.41787 -1.16495
H8 0.29072 0.94749 1.23318
H9 0.83886 1.76686 -0.21832
H10 -1.87285 1.35811 1.13155
H11 -1.78436 -0.36252 1.14783
H12 -3.73644 0.38746 1.93802
H13 -4.43267 1.77258 1.14639
H14 -5.35366 -1.12528 1.26569
H15 -6.19989 0.03274 0.12554
H16 -6.54136 -0.30323 2.99140
H17 -5.96286 1.32276 2.64595
H18 -7.72135 1.75302 1.52461
H19 -2.78740 1.49094 -2.04090
H20 -5.58692 1.59691 -1.07183
H21 -4.92034 3.20779 -0.92897
H22 -2.93030 4.04607 -2.13970
H23 -0.04023 3.85965 -1.62871
H24 -0.70673 2.27089 -2.09265
H25 -0.93026 2.90446 -4.33848
H26 -1.46034 -1.35878 -2.66753
H27 0.18108 -3.19530 -2.24880
H28 -0.03039 -4.63259 -0.30349
H29 -3.30727 -2.53638 1.03413
H30 -5.37510 -0.33908 -1.84329
H31 -5.71252 -2.28171 -2.98415
H32 -4.20588 -3.04017 -2.55582
H33 -6.70054 -2.39011 -0.85604
H34 -6.05570 -3.96315 -1.24381
H35 -5.18662 -3.02070 -0.05676
C25 2.95755 0.92190 4.14252
Cl2 2.30500 -0.65749 4.59483
Cl3 4.72457 0.94414 4.20951
H36 2.64798 1.14708 3.12661
H37 2.57431 1.66726 4.82973
C26 -9.69338 0.60384 -0.84244
Cl4 -8.26454 1.29681 -1.62558
Cl5 -11.13253 1.57694 -1.15211
H38 -9.85420 -0.39591 -1.23043
H39 -9.51769 0.56676 0.22715
C27 1.69480 -7.43466 -0.96388
Cl6 0.41576 -8.36813 -1.74284
Cl7 1.51714 -5.69753 -1.27382
H40 1.64778 -7.60187 0.10528
H41 2.65230 -7.76264 -1.35168
C28 -11.63493 3.83521 2.08694
Cl8 -12.34268 2.23171 2.29954
Cl9 -9.87581 3.75915 1.90534
H42 -12.05573 4.28561 1.19532
H43 -11.86718 4.43714 2.95761
C29 8.21585 -2.14176 0.77266
Cl10 7.59322 -1.17179 2.11468
Cl11 7.37223 -1.80029 -0.74502
H44 9.26563 -1.90818 0.63831
H45 8.09424 -3.19230 1.01135
C30 6.45426 2.07612 -0.48711
Cl12 5.75085 1.85714 1.11388
Cl13 7.01178 3.73945 -0.74539
H46 7.30202 1.40701 -0.59020
H47 5.70162 1.84405 -1.23310
C31 3.43670 4.71479 -1.62637
Cl14 3.16598 3.31970 -0.57177
Cl15 2.58651 4.54638 -3.16829
H48 3.07422 5.60465 -1.12461
H49 4.49962 4.80007 -1.82096
C32 10.65033 -1.88648 -3.11999
Cl16 10.34897 -3.03465 -1.80390
Cl17 10.12032 -0.25876 -2.69868
H50 11.71040 -1.86514 -3.32416
H51 10.10560 -2.21474 -3.99792
C33 8.83043 6.98928 0.17014
Cl18 7.94285 8.50257 -0.04428
Cl19 10.56255 7.20458 -0.11035
H52 8.68156 6.63733 1.18428
H53 8.45199 6.26044 -0.53690
C34 -7.63802 0.04283 -4.98298
Cl20 -7.98585 -1.50831 -4.19652
Cl21 -8.56268 0.23445 -6.47618
H54 -7.90031 0.84393 -4.30279
H55 -6.57983 0.08085 -5.21814
C35 -3.69906 0.49435 5.46890
Cl22 -4.91561 1.69196 5.92187
Cl23 -3.00263 0.84285 3.87621
H56 -2.90673 0.50176 6.20911
H57 -4.16446 -0.48198 5.42589
C36 14.22576 0.07429 -4.36467
Cl24 12.85166 1.09995 -3.92858
Cl25 13.74487 -1.50637 -4.99905
H58 14.80078 0.58065 -5.13140
H59 14.83669 -0.07995 -3.48204
C37 -4.48802 -3.29438 6.74632
Cl26 -5.70418 -2.09975 7.21478
Cl27 -3.78382 -2.92299 5.16616
H60 -3.69667 -3.29594 7.48685
H61 -4.95677 -4.27012 6.69615
C38 -5.30470 8.38528 -0.79993
Cl28 -5.59164 6.97924 0.23648
Cl29 -5.67840 9.89766 0.03558
H62 -4.25942 8.39266 -1.09091
H63 -5.93817 8.30491 -1.67545
C39 2.38985 -9.69751 2.87964
Cl30 2.00928 -7.96936 2.81454
Cl31 2.33960 -10.44074 1.27334
H64 3.38339 -9.81798 3.28623
H65 1.66390 -10.18909 3.51295
C40 14.52518 4.56276 -2.11999
Cl32 15.07422 2.91386 -2.44706
Cl33 13.07380 4.96376 -3.04418
H66 14.30040 4.64937 -1.06335
H67 15.31479 5.25262 -2.39369
C41 2.02441 -12.09686 6.23218
Cl34 3.43969 -11.48289 5.36407
Cl35 0.56409 -11.17672 5.85021
H68 1.86760 -13.13139 5.95023
H69 2.21284 -12.02211 7.29665

=====

Molecular formula: C20H16ClF3N6O2S
Method: DFT, ωB97M-V with the def2-TZVPD basis set

gap between HOMO and LUMO: 8.39 eV
SMILES: CN(C)S(=O)(=O)Nc1cc(-c2cnc3ccc(-c4ccnc(C(F)(F)F)c4)cn23)cnc1Cl
max |F|: 3.22 eV Å⁻¹
E_tot: -65544.966 eV
highest occupied orbital energy: -8.4 eV
ΔE to the lowest compared entry with this formula, charge and spin: 0.000 eV
LUMO level: -0.0022 hartree

Geometry (Å):
C1 -4.08204 -1.35213 0.22201
N1 -3.39363 -0.14913 -0.25384
C2 -2.81371 -0.18581 -1.61300
S1 -2.36542 0.57986 0.91841
O1 -1.00771 0.00467 0.97234
O2 -3.03065 0.49931 2.21879
N2 -2.38902 2.19854 0.43015
C3 -1.46165 3.09649 1.02818
C4 -0.11196 2.99914 0.70731
C5 0.80596 3.75167 1.39611
C6 2.23204 3.57544 1.08464
C7 3.16983 4.60736 0.90341
N3 4.40835 4.08530 0.55431
C8 4.25332 2.80277 0.48465
C9 5.23158 1.77268 0.16361
C10 4.82628 0.46824 0.22400
C11 3.46613 0.11840 0.60895
C12 3.06325 -1.29080 0.65833
C13 3.85750 -2.24078 1.25975
C14 3.38162 -3.55678 1.27379
N4 2.18612 -3.97369 0.79565
C15 1.44323 -3.04158 0.17407
C16 0.15139 -3.41850 -0.55454
F1 -0.91370 -3.22337 0.21266
F2 0.03005 -2.63846 -1.66818
F3 0.13453 -4.71795 -0.93034
C17 1.86969 -1.69835 0.13109
C18 2.56019 1.11745 0.86145
N5 2.94406 2.43833 0.79499
C19 0.33090 4.70422 2.33961
N6 -0.96159 4.93757 2.55991
C20 -1.85697 4.13486 1.93490
Cl1 -3.59117 4.29096 2.26751
H1 -4.83737 -1.66921 -0.48972
H2 -4.61152 -1.23854 1.18091
H3 -3.37241 -2.18214 0.38060
H4 -3.40242 -0.80156 -2.27808
H5 -1.81349 -0.66512 -1.56455
H6 -2.69630 0.83454 -1.99756
H7 -3.36933 2.45097 0.54024
H8 0.23351 2.30583 -0.07035
H9 3.00722 5.66969 1.02602
H10 6.23560 1.96424 -0.16464
H11 5.55357 -0.34029 0.02178
H12 4.82339 -1.96547 1.68422
H13 3.97072 -4.29832 1.85160
H14 1.25408 -0.99248 -0.41154
H15 1.53482 0.86497 1.19773
H16 1.05283 5.29663 2.86233

=====

Molecular formula: C4H6NO2
Method: DFT, ωB97M-V with the def2-TZVPD basis set

total charge: +1
gap between HOMO and LUMO: 9.51 eV
max |F|: 6.18 eV Å⁻¹
E_tot: -9821.212 eV
highest occupied orbital energy: -14.4 eV
ΔE to the lowest compared entry with this formula, charge and spin: 1.389 eV
LUMO level: -0.1799 hartree

Geometry (Å):
C1 0.82262 0.03766 -0.07006
C2 -2.52518 0.35745 -0.01132
C3 -2.89361 -0.91666 -0.08734
C4 3.25140 0.69492 0.10759
N1 1.91740 0.38483 -0.27336
O1 -0.26893 -0.32892 0.08327
O2 -2.40467 1.48525 0.00487
H1 -2.14823 -1.58554 0.43884
H2 -3.88761 -1.20144 0.35061
H3 -2.68457 -1.30067 -1.13797
H4 3.73439 -0.18022 0.19899
H5 3.22315 1.12109 1.01743
H6 3.86383 1.43226 -0.62154

=====

Molecular formula: C16H15IN14OS2Ta
Method: DFT, ωB97M-V with the def2-TZVPD basis set

total charge: +1
gap between HOMO and LUMO: 6.62 eV
max |F|: 1.50 eV Å⁻¹
E_tot: -71062.371 eV
highest occupied orbital energy: -11.8 eV
ΔE to the lowest compared entry with this formula, charge and spin: 0.000 eV
LUMO level: -0.1906 hartree

Geometry (Å):
Ta1 0.25394 -0.38273 -0.03410
C1 -0.05028 2.70021 -5.15849
S1 -0.81762 2.90152 -3.54475
C2 -0.11801 1.61476 -2.61673
S2 -0.47399 1.75496 -0.87815
N1 0.60707 0.67157 -3.09850
N2 0.89926 -0.29599 -2.19617
C3 1.29291 -1.40126 -2.71687
C4 1.42071 -2.62086 -1.88378
C5 1.87033 -3.86896 -2.29843
C6 1.83723 -4.93146 -1.42717
C7 1.40196 -4.69502 -0.14221
C8 1.05293 -3.40974 0.26405
N3 1.02510 -2.42093 -0.62091
H1 -0.68963 3.36616 -5.74616
H2 -0.16073 1.67914 -5.52635
H3 0.98633 3.02131 -5.15931
H4 1.43894 -1.48340 -3.79772
H5 2.16995 -4.00608 -3.31263
H6 2.16069 -5.91784 -1.75918
H7 1.36362 -5.44344 0.63885
H8 0.86075 -3.16224 1.30674
N4 -2.65041 -2.41987 0.87109
C9 -2.36605 -2.23286 -0.44161
N5 -3.02947 -2.80236 -1.43168
N6 -2.43434 -2.36473 -2.55442
N7 -1.46939 -1.59253 -2.28588
N8 -1.39524 -1.44324 -0.91590
C10 -1.81114 -2.04618 1.84283
N9 -2.01507 -2.20314 3.14093
N10 -0.88256 -1.73983 3.69233
N11 -0.04897 -1.27946 2.83782
N12 -0.64073 -1.40825 1.60372
H9 -3.49170 -2.92725 1.12776
I1 2.86647 -0.44800 0.70781
N13 0.73911 5.58959 3.86145
C11 -0.40260 4.87282 3.66131
O1 -1.50011 5.28199 3.96107
C12 -0.19340 3.59146 2.87304
C13 0.92317 3.38166 2.06219
C14 1.07054 2.22060 1.39547
N14 0.21313 1.20294 1.52315
C15 -0.87225 1.39503 2.32139
C16 -1.11504 2.55879 2.98703
H10 0.60210 6.44253 4.36627
H11 1.62076 5.13737 3.97457
H12 1.63780 4.14709 1.88840
H13 1.91432 2.10362 0.75051
H14 -1.59403 0.61412 2.34233
H15 -2.00636 2.69840 3.54502

=====

Molecular formula: C2H3N3O
Method: DFT, ωB97M-V with the def2-TZVPD basis set

gap between HOMO and LUMO: 10.58 eV
SMILES: Nc1cnon1
max |F|: 1.81 eV Å⁻¹
E_tot: -8637.627 eV
highest occupied orbital energy: -9.7 eV
ΔE to the lowest compared entry with this formula, charge and spin: 2.867 eV
LUMO level: 0.0315 hartree

Geometry (Å):
N1 1.03230 0.12572 1.20062
C1 0.18661 0.09218 0.11318
C2 -0.81424 -0.83743 -0.32082
N2 -1.33176 -0.37990 -1.42169
O1 -0.74547 0.79436 -1.67435
N3 0.19697 1.07901 -0.74274
H1 1.68847 0.89149 1.09192
H2 1.48762 -0.75433 1.40545
H3 -1.56941 -1.48998 0.06992

=====

- Look up the highest occupied orbital energy of the fourth one.
  -11.8 eV

=====

Copy entry 4 word for word.
Molecular formula: C16H15IN14OS2Ta
Method: DFT, ωB97M-V with the def2-TZVPD basis set

total charge: +1
gap between HOMO and LUMO: 6.62 eV
max |F|: 1.50 eV Å⁻¹
E_tot: -71062.371 eV
highest occupied orbital energy: -11.8 eV
ΔE to the lowest compared entry with this formula, charge and spin: 0.000 eV
LUMO level: -0.1906 hartree

Geometry (Å):
Ta1 0.25394 -0.38273 -0.03410
C1 -0.05028 2.70021 -5.15849
S1 -0.81762 2.90152 -3.54475
C2 -0.11801 1.61476 -2.61673
S2 -0.47399 1.75496 -0.87815
N1 0.60707 0.67157 -3.09850
N2 0.89926 -0.29599 -2.19617
C3 1.29291 -1.40126 -2.71687
C4 1.42071 -2.62086 -1.88378
C5 1.87033 -3.86896 -2.29843
C6 1.83723 -4.93146 -1.42717
C7 1.40196 -4.69502 -0.14221
C8 1.05293 -3.40974 0.26405
N3 1.02510 -2.42093 -0.62091
H1 -0.68963 3.36616 -5.74616
H2 -0.16073 1.67914 -5.52635
H3 0.98633 3.02131 -5.15931
H4 1.43894 -1.48340 -3.79772
H5 2.16995 -4.00608 -3.31263
H6 2.16069 -5.91784 -1.75918
H7 1.36362 -5.44344 0.63885
H8 0.86075 -3.16224 1.30674
N4 -2.65041 -2.41987 0.87109
C9 -2.36605 -2.23286 -0.44161
N5 -3.02947 -2.80236 -1.43168
N6 -2.43434 -2.36473 -2.55442
N7 -1.46939 -1.59253 -2.28588
N8 -1.39524 -1.44324 -0.91590
C10 -1.81114 -2.04618 1.84283
N9 -2.01507 -2.20314 3.14093
N10 -0.88256 -1.73983 3.69233
N11 -0.04897 -1.27946 2.83782
N12 -0.64073 -1.40825 1.60372
H9 -3.49170 -2.92725 1.12776
I1 2.86647 -0.44800 0.70781
N13 0.73911 5.58959 3.86145
C11 -0.40260 4.87282 3.66131
O1 -1.50011 5.28199 3.96107
C12 -0.19340 3.59146 2.87304
C13 0.92317 3.38166 2.06219
C14 1.07054 2.22060 1.39547
N14 0.21313 1.20294 1.52315
C15 -0.87225 1.39503 2.32139
C16 -1.11504 2.55879 2.98703
H10 0.60210 6.44253 4.36627
H11 1.62076 5.13737 3.97457
H12 1.63780 4.14709 1.88840
H13 1.91432 2.10362 0.75051
H14 -1.59403 0.61412 2.34233
H15 -2.00636 2.69840 3.54502